Below is a structure of composition C59H45BrKN10O3P2, with properties calculated with ωB97M-V/def2-TZVPD.

Net charge: -1
Electronic energy (eV): -187905.9690
ΔE to the lowest compared entry with this formula, charge and spin (kJ/mol): 28.85
Strongest force on any atom (Eh/bohr): 0.02209
LUMO energy (hartree): 0.0475

Each line ends with the Löwdin charge.
CARTESIAN COORDINATES (ANGSTROEM)
K  -0.058  -0.434  -0.079  0.60
C  -0.676  -2.855  -4.308  -0.11
C  -0.512  -2.419  -2.999  -0.10
N  0.155  -1.310  -2.725  0.11
C  0.675  -0.626  -3.740  -0.18
C  0.497  -1.070  -5.048  -0.07
N  -0.175  -2.180  -5.336  0.08
C  1.450  0.603  -3.387  -0.18
C  2.030  1.420  -4.352  0.05
C  2.740  2.545  -3.951  -0.15
C  2.825  2.817  -2.592  0.05
C  2.201  1.957  -1.693  -0.18
N  1.547  0.870  -2.087  0.17
C  2.195  2.232  -0.229  -0.22
C  2.088  3.532  0.251  -0.08
N  1.999  3.806  1.548  0.09
C  1.994  2.761  2.363  -0.11
C  2.104  1.458  1.890  -0.13
N  2.216  1.189  0.600  0.11
C  3.390  3.427  -4.949  -0.17
C  4.008  2.909  -6.082  -0.02
C  4.603  3.776  -6.984  -0.14
N  4.620  5.099  -6.838  0.05
C  4.026  5.591  -5.754  -0.14
C  3.406  4.809  -4.792  -0.01
H  -1.220  -3.765  -4.530  0.11
H  -0.910  -2.965  -2.149  0.09
H  0.901  -0.528  -5.895  0.10
H  1.915  1.207  -5.405  0.11
H  3.396  3.662  -2.232  0.12
H  2.046  4.375  -0.430  0.11
H  1.890  2.953  3.425  0.11
H  2.091  0.614  2.571  0.06
H  4.049  1.841  -6.252  0.11
H  5.094  3.386  -7.868  0.10
H  4.039  6.670  -5.649  0.10
H  2.922  5.277  -3.945  0.11
C  0.668  -3.793  3.727  -0.14
N  0.895  -2.523  3.039  -0.51
P  -0.277  -1.265  2.914  1.00
C  -1.926  -1.956  3.313  -0.33
C  -2.933  -1.707  2.383  -0.09
C  -4.242  -2.094  2.636  -0.07
C  -4.556  -2.744  3.819  -0.09
C  -3.563  -2.986  4.759  -0.09
C  -2.260  -2.582  4.513  -0.09
C  -0.020  -0.338  4.490  -0.35
C  -0.722  0.862  4.625  -0.10
C  -0.524  1.681  5.725  -0.09
C  0.394  1.321  6.707  -0.11
C  1.105  0.138  6.577  -0.10
C  0.901  -0.685  5.474  -0.11
P  2.157  -2.234  1.930  1.01
C  3.592  -2.868  2.895  -0.34
C  4.341  -3.992  2.563  -0.08
C  5.432  -4.372  3.337  -0.09
C  5.788  -3.635  4.455  -0.10
C  5.053  -2.504  4.792  -0.09
C  3.974  -2.123  4.013  -0.11
C  2.122  -3.427  0.541  -0.37
C  2.625  -2.918  -0.656  -0.11
C  2.654  -3.697  -1.805  -0.10
C  2.159  -4.992  -1.770  -0.10
C  1.641  -5.502  -0.585  -0.07
C  1.628  -4.729  0.566  -0.10
H  0.486  -3.627  4.792  0.06
H  1.563  -4.411  3.644  0.07
H  -0.178  -4.324  3.283  0.06
H  -2.685  -1.218  1.449  0.09
H  -5.012  -1.889  1.902  0.10
H  -5.575  -3.055  4.015  0.10
H  -3.806  -3.481  5.691  0.10
H  -1.504  -2.739  5.272  0.09
H  -1.420  1.162  3.848  0.10
H  -1.077  2.608  5.812  0.10
H  0.556  1.965  7.562  0.09
H  1.824  -0.148  7.336  0.10
H  1.467  -1.603  5.372  0.08
H  4.072  -4.580  1.694  0.10
H  6.002  -5.252  3.063  0.10
H  6.637  -3.934  5.058  0.09
H  5.329  -1.914  5.658  0.10
H  3.414  -1.230  4.272  0.08
H  2.969  -1.888  -0.692  0.09
H  3.040  -3.284  -2.730  0.10
H  2.163  -5.600  -2.667  0.10
H  1.225  -6.502  -0.560  0.10
H  1.174  -5.125  1.462  0.09
Br  -2.669  3.481  -6.412  0.69
C  -3.716  3.740  -4.846  -0.70
C  -3.100  4.171  -3.681  -0.12
C  -3.854  4.338  -2.534  -0.02
C  -5.225  4.074  -2.546  -0.30
C  -5.829  3.686  -3.737  -0.04
C  -5.077  3.502  -4.888  -0.13
N  -6.058  4.357  -1.426  0.04
N  -5.715  4.067  -0.258  0.05
C  -4.614  3.253  0.028  -0.29
C  -3.804  3.687  1.072  -0.05
C  -2.552  3.156  1.308  -0.03
C  -2.016  2.116  0.502  -0.39
O  -0.830  1.720  0.572  -0.17
C  -2.980  1.476  -0.420  -0.14
N  -2.597  0.310  -0.989  0.09
C  -3.443  -0.332  -1.757  -0.14
C  -4.747  0.120  -2.008  -0.05
C  -5.147  1.303  -1.452  -0.02
C  -4.253  2.045  -0.652  -0.12
H  -2.036  4.365  -3.668  0.10
H  -3.374  4.653  -1.617  0.12
H  -6.899  3.521  -3.750  0.11
H  -5.547  3.179  -5.807  0.10
H  -4.158  4.533  1.652  0.11
H  -1.908  3.570  2.075  0.10
H  -3.098  -1.270  -2.183  0.10
H  -5.418  -0.471  -2.617  0.10
H  -6.157  1.663  -1.597  0.11
O  -1.284  -4.605  1.321  -0.06
C  -1.374  -3.733  0.449  -0.59
O  -0.796  -2.611  0.392  -0.30
H  -2.062  -3.958  -0.410  0.11